1.
This record from the Open Molecules 2025 dataset describes a structure of composition C20H29O4Pm. The level of theory is wB97M-V/def2-TZVPD.

Positions of all 54 atoms, in Å:
Pm (-1.570, 2.006, -0.646)
O (3.177, -2.288, -0.426)
O (0.069, 2.271, -2.195)
O (-1.621, 3.731, -2.187)
O (-0.088, 0.132, 0.090)
C (4.704, -4.108, 0.165)
C (5.024, -3.623, -1.265)
C (-1.178, 4.271, 0.750)
C (0.545, -0.909, -0.780)
C (-3.216, 0.692, -2.378)
C (4.198, -2.333, -1.440)
C (-0.584, 3.235, 1.538)
C (-1.641, 2.445, 2.094)
C (-4.342, 1.793, -0.696)
C (0.946, -0.211, 2.285)
C (-3.940, 1.882, -2.055)
C (-0.522, 3.309, -2.666)
C (-3.854, 0.564, -0.162)
C (0.700, -1.861, 0.387)
C (3.427, -3.342, 0.552)
C (-2.874, 3.013, 1.671)
C (-2.594, 4.116, 0.816)
C (0.017, -0.789, 1.240)
C (-3.151, -0.118, -1.200)
C (-1.319, -1.252, 1.760)
H (1.717, -1.972, 0.746)
H (1.480, -0.530, -1.192)
H (-1.919, -1.707, 0.964)
H (1.879, 0.135, 1.816)
H (-0.158, -1.225, -1.557)
H (4.685, -4.385, -1.976)
H (5.512, -3.816, 0.847)
H (0.457, 0.599, 2.836)
H (4.838, -1.451, -1.293)
H (-4.181, 2.693, -2.736)
H (-0.071, 3.855, -3.509)
H (-2.820, 0.433, -3.355)
H (2.560, -4.030, 0.564)
H (-0.648, 5.069, 0.237)
H (-1.873, -0.433, 2.231)
H (-3.861, 2.668, 1.972)
H (3.737, -2.264, -2.438)
H (6.094, -3.441, -1.390)
H (-2.696, -1.106, -1.127)
H (-4.949, 2.530, -0.174)
H (-1.141, -2.018, 2.523)
H (-1.527, 1.612, 2.785)
H (1.205, -0.994, 3.008)
H (0.481, 3.085, 1.708)
H (-4.004, 0.200, 0.854)
H (-3.331, 4.758, 0.332)
H (4.543, -5.192, 0.211)
H (3.511, -2.885, 1.559)
H (0.167, -2.812, 0.310)

Force components x, y, z for each atom (eV/Å):
Pm -1.932 -0.617 1.981
O 1.366 -1.293 -0.255
O 0.381 0.920 -1.209
O 1.301 0.086 -1.150
O 0.245 -0.815 -0.446
C 0.005 0.691 0.015
C -0.561 -0.195 0.062
C 0.057 -0.391 0.748
C -0.175 0.611 0.081
C -0.220 0.044 0.506
C 0.445 0.268 0.216
C -0.379 0.377 -0.052
C -0.029 0.628 -0.271
C 0.165 -0.468 -0.417
C -0.148 0.070 0.195
C -0.049 -0.771 0.293
C -0.445 -0.051 0.359
C 0.082 0.068 -0.529
C -0.140 0.367 0.674
C -0.289 -0.112 0.031
C 0.620 0.218 -0.050
C 0.364 -0.277 0.469
C -0.062 -0.458 0.120
C -0.483 0.418 -0.268
C -0.253 0.253 0.327
H -0.629 -0.124 -0.329
H -0.194 -0.011 -0.105
H 0.085 0.211 0.147
H -0.330 0.026 0.136
H 0.171 0.148 0.030
H 0.230 0.199 -0.005
H -0.121 -0.272 -0.123
H 0.242 0.019 -0.130
H -0.107 -0.135 -0.148
H 0.171 -0.204 0.199
H 0.045 -0.112 0.074
H -0.005 0.066 0.193
H 0.273 0.410 -0.049
H -0.121 -0.278 0.030
H -0.056 -0.167 -0.148
H 0.294 0.047 -0.193
H 0.015 -0.028 0.390
H -0.217 -0.089 -0.160
H -0.120 0.292 -0.036
H 0.267 -0.228 -0.118
H -0.007 0.077 -0.077
H -0.047 0.300 -0.247
H -0.061 0.054 -0.079
H -0.268 0.067 -0.061
H 0.060 0.133 -0.307
H 0.277 -0.262 0.122
H 0.173 0.316 0.062
H -0.043 -0.168 -0.519
H 0.158 0.142 0.022

ΔE to the lowest compared entry with this formula, charge and spin   0.0 kcal/mol
2S+1   5
Total charge   0
Frontier orbital gap (spin up / spin down)   7.84 / 7.89 eV

Mulliken population analysis, charges in e, atoms 1 to 5: number 1, Pm, carries 1.515; number 2, O, carries -0.276; number 3, O, carries -0.629; number 4, O, carries -0.558; number 5, O, carries -0.360

=====

2.
This record from the Open Molecules 2025 dataset describes a structure of composition C20H30As2Ca2F15O14. The level of theory is wB97M-V/def2-TZVPD.

Positions of all 83 atoms, in Å:
As (-4.149, 1.744, -7.060)
As (3.144, 6.254, -3.070)
Ca (0.568, 1.262, -4.589)
Ca (-1.921, 6.105, -4.895)
F (-3.922, 3.325, -6.200)
F (2.792, 6.228, -1.322)
F (4.825, 5.778, -2.640)
F (-3.546, 2.595, -0.331)
F (-5.068, 1.046, -5.616)
F (3.705, 7.894, -2.921)
F (-2.571, 1.063, -6.343)
F (-5.737, 2.391, -7.844)
F (-4.501, 0.179, -7.897)
F (-2.924, 0.675, -1.145)
F (1.441, 6.655, -3.455)
F (-2.398, 1.186, 0.790)
F (-3.260, 2.297, -8.478)
F (2.577, 4.595, -3.084)
F (3.540, 6.264, -4.818)
O (-9.096, -4.638, 0.230)
O (-1.177, 2.796, -2.271)
O (5.957, -3.783, 0.445)
O (5.596, 1.899, 2.574)
O (6.691, -2.821, -1.436)
O (-8.597, -2.889, -1.222)
O (-0.232, 1.194, -1.096)
O (7.196, 2.463, 1.106)
O (5.500, -4.656, -1.631)
O (-7.539, -3.081, 0.696)
O (-4.687, -0.429, 5.785)
O (-3.265, -0.977, 7.308)
O (7.356, 0.710, 2.655)
O (-5.587, -1.073, 7.764)
C (0.592, 0.721, 0.044)
C (6.799, 1.758, 2.086)
C (6.556, 0.176, 3.763)
C (-3.398, -0.485, 5.117)
C (-8.559, -0.530, -1.595)
C (4.522, -4.242, -3.714)
C (-1.170, 2.240, -0.982)
C (0.911, -0.806, 0.062)
C (-7.741, -1.753, -1.193)
C (6.093, -3.790, -0.737)
C (5.798, -4.356, -2.922)
C (-8.477, -3.636, -0.074)
C (5.361, 1.101, 3.656)
C (-1.410, -1.881, 6.021)
C (7.383, 0.069, 5.062)
C (-2.501, 1.724, -0.413)
C (-2.364, -0.734, 6.251)
C (6.467, -2.988, -2.772)
C (-4.565, -0.830, 7.060)
C (-7.317, -1.751, 0.281)
H (-2.001, -2.796, 6.048)
H (-0.037, -1.299, 0.278)
H (-9.575, -0.470, -1.206)
H (6.001, -2.126, -3.249)
H (-0.936, -1.827, 5.041)
H (-8.614, -0.353, -2.670)
H (3.801, -3.784, -3.037)
H (-0.677, -1.879, 6.828)
H (-6.271, -1.456, 0.365)
H (4.444, 0.542, 3.470)
H (-7.994, -1.256, 0.978)
H (5.285, 1.542, 4.650)
H (7.443, -3.001, -3.256)
H (6.455, -5.118, -3.343)
H (1.530, -1.026, 0.932)
H (1.433, -1.324, -0.743)
H (1.462, 1.253, -0.343)
H (0.270, 1.218, 0.959)
H (4.779, -3.778, -4.665)
H (6.327, -0.858, 3.506)
H (-7.946, 0.322, -1.300)
H (4.237, -5.197, -4.155)
H (-6.887, -1.695, -1.867)
H (-3.072, 0.452, 4.666)
H (6.893, -0.490, 5.860)
H (-0.701, 2.819, -0.187)
H (-3.333, -1.381, 4.499)
H (-1.965, 0.207, 6.630)
H (7.691, 1.039, 5.453)
H (8.266, -0.540, 4.866)

Force components x, y, z for each atom (eV/Å):
As -3.959 -2.661 -1.244
As 3.317 0.296 2.069
Ca -1.438 0.499 2.072
Ca 0.199 -0.583 0.690
F 0.589 -0.591 -0.280
F -0.348 0.250 -1.542
F -1.888 -0.140 -0.965
F 1.126 0.083 -0.450
F 1.754 1.631 -1.956
F -1.171 -0.454 -0.503
F -0.829 1.110 -0.336
F 2.874 -0.656 1.759
F 1.013 1.941 1.176
F -0.261 0.148 -0.967
F -0.331 0.363 -0.366
F 0.977 0.381 1.376
F -0.169 0.005 1.508
F 0.089 -0.434 -0.813
F -0.847 -0.355 1.428
O 1.175 2.223 -1.159
O -0.533 -0.230 0.397
O 0.273 -0.590 -0.615
O -1.815 2.418 -0.005
O 0.339 0.597 1.720
O -0.068 -1.287 -0.200
O -0.498 -2.880 -0.251
O -0.958 -3.129 4.223
O -0.168 -0.975 3.429
O 0.804 -1.006 0.378
O 0.692 0.547 -1.410
O -0.659 -1.700 3.173
O 1.806 -0.692 0.524
O 4.906 1.141 -2.296
C 1.506 0.909 -2.392
C 1.541 2.272 -4.761
C 1.096 -0.855 -0.462
C 0.937 -0.350 1.043
C 0.549 0.676 -0.283
C 0.718 -0.955 -0.994
C 1.800 0.868 -1.464
C -1.473 0.729 1.319
C -1.537 1.442 0.716
C -1.346 0.252 0.157
C 0.015 1.017 -1.723
C -0.896 -1.630 0.033
C -0.719 -2.065 2.071
C -0.350 0.289 0.470
C 0.004 0.351 -0.513
C -1.713 -1.217 -1.065
C -1.692 1.199 -0.156
C 1.851 -0.140 -2.601
C -3.791 -1.203 1.181
C -0.164 0.191 -0.051
H 0.110 -0.109 0.074
H 0.020 -0.402 -0.262
H 0.252 -0.130 0.346
H -0.789 -0.052 0.399
H 0.127 0.204 0.090
H -0.104 -0.657 -0.173
H -0.353 0.124 -0.712
H 0.123 -0.278 -0.222
H -0.140 -0.119 0.463
H -0.054 0.007 0.097
H 0.266 1.228 -0.483
H -0.319 1.110 -0.339
H 0.172 -0.112 -0.147
H 0.203 0.094 -0.019
H 0.067 0.315 0.164
H -0.243 0.738 -0.526
H 0.895 -0.154 1.240
H -0.130 -0.708 0.142
H -0.313 1.126 0.210
H -0.159 0.079 -0.374
H -0.254 0.347 0.486
H -0.595 -0.373 0.919
H 0.130 -1.269 -0.082
H -0.911 -0.137 -0.573
H -0.565 0.174 -0.166
H -0.405 1.233 0.049
H -0.509 0.402 -0.578
H 1.013 -0.004 -0.798
H 0.006 0.029 -0.063
H 0.135 0.243 -0.250

Total charge   +1
Frontier orbital gap   3.19 eV

Mulliken population analysis, charges in e, atoms 1 to 5: number 1, As, carries 1.940; number 2, As, carries 1.959; number 3, Ca, carries 1.684; number 4, Ca, carries 1.895; number 5, F, carries -0.507

=====

3.
This record from the Open Molecules 2025 dataset describes a structure of composition C20H30As2GeN2Pb. The level of theory is wB97M-V/def2-TZVPD.

Positions of all 56 atoms, in Å:
Pb (-12.806, 6.225, -12.028)
As (-13.596, 9.398, -12.881)
As (-12.527, 7.177, -15.194)
Ge (-11.868, 6.907, -9.551)
N (-11.083, 4.521, -12.331)
N (-9.271, -0.343, -13.284)
C (-13.382, 5.901, -7.050)
C (-9.897, 4.422, -13.031)
C (-15.507, 10.015, -12.667)
C (-11.673, 3.440, -11.730)
C (-14.101, 10.287, -17.571)
C (-9.675, 0.728, -13.098)
C (-12.161, 6.000, -7.866)
C (-13.917, 6.109, -16.056)
C (-11.177, 6.950, -16.525)
C (-13.541, 9.925, -14.855)
C (-12.847, 11.111, -12.220)
C (-14.108, 11.095, -15.302)
C (-11.264, 2.217, -11.990)
C (-14.338, 11.291, -16.678)
C (-9.890, 6.948, -9.694)
C (-13.372, 9.195, -17.152)
C (-9.398, 3.109, -13.236)
C (-13.100, 8.967, -15.783)
C (-10.088, 2.036, -12.747)
C (-12.630, 8.755, -9.275)
H (-11.831, 11.113, -12.590)
H (-11.521, 7.061, -17.565)
H (-15.429, 10.965, -12.161)
H (-13.081, 8.456, -17.885)
H (-9.500, 7.007, -10.734)
H (-10.724, 5.968, -16.361)
H (-11.818, 1.365, -11.668)
H (-9.429, 5.322, -13.282)
H (-14.294, 6.120, -7.631)
H (-13.319, 6.615, -6.176)
H (-11.365, 5.405, -7.581)
H (-13.692, 8.926, -9.692)
H (-14.168, 10.427, -18.637)
H (-9.430, 6.116, -9.100)
H (-14.653, 12.276, -16.946)
H (-14.444, 11.820, -14.550)
H (-12.607, 8.944, -8.243)
H (-12.008, 9.529, -9.794)
H (-12.882, 11.001, -11.169)
H (-15.932, 10.079, -13.665)
H (-13.509, 5.094, -16.120)
H (-12.418, 3.626, -10.957)
H (-13.404, 11.944, -12.688)
H (-10.385, 7.712, -16.296)
H (-9.589, 7.904, -9.228)
H (-14.071, 6.585, -17.057)
H (-15.961, 9.348, -12.004)
H (-13.502, 4.905, -6.551)
H (-14.865, 6.120, -15.477)
H (-8.575, 3.060, -13.893)

Force components x, y, z for each atom (eV/Å):
Pb -0.917 0.170 -1.590
As -0.814 1.967 -1.308
As -0.419 0.631 -0.414
Ge 0.777 1.050 1.950
N 1.439 0.524 0.427
N -0.615 1.330 0.079
C -0.377 -0.254 0.483
C -3.191 -3.139 2.222
C 1.764 0.024 -0.475
C 0.300 3.116 -0.325
C 1.682 0.120 -0.654
C 1.007 -2.149 0.007
C -2.006 0.965 -1.399
C -0.419 0.358 -0.029
C 1.688 0.250 0.180
C 0.467 -1.925 0.691
C 0.055 -0.855 -1.623
C -0.403 0.371 -0.077
C 1.393 -2.588 -0.697
C -0.098 0.688 1.936
C 0.475 0.350 0.072
C -0.004 -1.118 1.087
C -0.492 2.649 -0.177
C -0.908 0.192 -0.045
C -0.985 0.050 -0.312
C -1.041 0.412 -2.758
H 0.368 0.289 0.196
H 0.041 -0.104 0.530
H -0.161 0.384 -0.140
H 0.034 -0.006 -0.075
H -0.279 -0.387 0.721
H 0.001 0.035 -0.360
H -0.087 -0.473 0.447
H 0.573 1.051 -0.818
H 0.369 0.176 0.422
H -0.007 -0.362 -0.751
H 1.698 -1.264 0.772
H 1.533 -0.553 0.811
H -0.542 0.143 -0.147
H -0.368 0.643 -0.787
H -0.534 0.248 -0.497
H 0.179 0.009 -0.641
H -0.103 0.310 1.400
H -0.237 -0.877 0.451
H -0.076 0.684 1.113
H -0.275 -0.070 0.304
H -0.338 0.152 -0.221
H -0.374 0.134 -0.472
H 0.253 -0.487 0.703
H -0.674 -0.660 -0.428
H -0.062 -0.432 -0.066
H 0.017 -0.717 0.808
H -1.231 -1.072 0.687
H 0.261 0.697 -0.457
H 0.592 -0.057 -0.445
H 1.071 -0.626 -0.309

ΔE to the lowest compared entry with this formula, charge and spin   3.9 kcal/mol
Total charge   +2
Frontier orbital gap (spin up / spin down)   5.32 / 6.15 eV

Mulliken population analysis, charges in e, atoms 1 to 5: number 1, Pb, carries 0.593; number 2, As, carries 0.650; number 3, As, carries 0.545; number 4, Ge, carries 0.383; number 5, N, carries -0.111

=====

4.
This record from the Open Molecules 2025 dataset describes a structure of composition C20H30AsCoN3OSi2. The level of theory is wB97M-V/def2-TZVPD.

Positions of all 58 atoms, in Å:
As (-0.436, -1.635, 0.252)
Co (-0.837, 0.721, 0.210)
Si (-1.338, -3.337, -1.137)
Si (1.859, -2.174, 0.555)
O (1.013, 1.107, 0.212)
N (0.198, 3.250, 0.286)
N (-2.742, 0.887, 0.249)
N (-0.909, 2.565, 0.248)
C (2.161, -3.986, 0.842)
C (2.369, -1.244, 2.080)
C (-2.186, 3.177, 0.257)
C (-4.570, 2.508, 0.278)
C (-3.063, -2.851, -1.627)
C (-3.183, 2.213, 0.256)
C (3.658, 1.962, 0.546)
C (-3.663, -0.078, 0.295)
C (-2.370, 4.648, 0.269)
C (5.211, 3.794, 0.540)
C (-0.247, -3.507, -2.628)
C (-1.348, -4.885, -0.113)
C (2.665, -1.691, -1.048)
C (-5.480, 1.490, 0.315)
C (1.240, 2.359, 0.276)
C (4.957, 2.430, 0.632)
C (2.605, 2.861, 0.369)
C (2.863, 4.233, 0.287)
C (4.165, 4.693, 0.368)
C (-5.021, 0.164, 0.331)
H (0.692, -4.005, -2.378)
H (-3.099, -1.855, -2.075)
H (2.116, -0.183, 2.032)
H (-0.017, -2.545, -3.092)
H (-3.440, -3.564, -2.367)
H (1.925, -4.607, -0.025)
H (3.442, -1.336, 2.267)
H (2.289, -2.343, -1.839)
H (3.747, -1.835, -0.983)
H (4.367, 5.753, 0.298)
H (-2.929, 4.962, 1.153)
H (-5.710, -0.667, 0.371)
H (2.041, 4.922, 0.157)
H (-1.659, -5.737, -0.726)
H (-0.768, -4.122, -3.367)
H (-3.283, -1.088, 0.303)
H (5.773, 1.733, 0.772)
H (6.228, 4.160, 0.607)
H (1.844, -1.685, 2.931)
H (-6.541, 1.700, 0.335)
H (-2.045, -4.799, 0.724)
H (-3.741, -2.875, -0.771)
H (-0.359, -5.102, 0.288)
H (3.448, 0.902, 0.626)
H (-4.883, 3.543, 0.270)
H (2.465, -0.656, -1.328)
H (1.623, -4.374, 1.710)
H (-2.928, 4.978, -0.610)
H (-1.403, 5.144, 0.275)
H (3.232, -4.094, 1.043)

Force components x, y, z for each atom (eV/Å):
As 0.078 -0.200 -0.215
Co -0.167 -0.004 0.163
Si -0.076 0.005 0.184
Si -0.014 -0.023 0.138
O 0.153 -0.128 -0.010
N 0.305 -0.093 0.031
N -0.403 0.091 0.047
N -0.301 -0.073 -0.174
C -0.094 -0.128 0.029
C 0.015 0.164 0.081
C 0.288 -0.010 0.018
C 0.087 0.050 -0.010
C -0.143 0.048 -0.083
C -0.050 -0.133 -0.001
C 0.038 -0.073 -0.019
C 0.052 0.048 0.029
C 0.061 -0.041 0.007
C -0.021 -0.015 0.007
C 0.134 0.040 -0.111
C -0.052 -0.122 0.060
C 0.038 0.143 -0.109
C -0.032 -0.063 -0.002
C -0.068 0.427 0.046
C -0.031 0.025 0.000
C 0.024 0.184 -0.033
C 0.010 -0.068 0.014
C 0.034 -0.014 0.004
C -0.052 0.006 -0.004
H -0.015 0.016 -0.038
H -0.029 -0.044 -0.003
H 0.004 -0.136 0.023
H -0.009 -0.044 -0.018
H 0.003 0.023 0.030
H 0.014 0.026 0.032
H -0.024 -0.029 -0.010
H 0.066 0.048 -0.032
H -0.029 0.016 0.001
H -0.001 -0.012 0.004
H 0.003 0.003 -0.006
H 0.026 0.012 -0.006
H 0.002 0.005 -0.006
H 0.001 0.030 0.033
H 0.048 0.001 0.002
H -0.002 0.033 0.042
H 0.001 0.020 0.000
H -0.020 -0.013 -0.005
H 0.053 0.043 0.051
H 0.031 0.005 0.000
H 0.031 -0.024 -0.022
H -0.013 -0.034 -0.076
H -0.010 -0.042 0.010
H 0.033 0.117 -0.067
H -0.003 -0.027 0.006
H 0.030 -0.004 0.013
H 0.026 0.006 -0.038
H 0.001 0.005 -0.001
H -0.003 0.005 0.000
H -0.029 -0.048 -0.006

2S+1   5
Total charge   +1
Frontier orbital gap (spin up / spin down)   7.04 / 6.64 eV

Mulliken population analysis, charges in e, atoms 1 to 5: number 1, As, carries 0.208; number 2, Co, carries -0.447; number 3, Si, carries 0.364; number 4, Si, carries 0.597; number 5, O, carries -1.079

=====

Ordered electronic energy results: -1688.831427, -9157.870602, -7630.170462, -5216.949572; unit Ha.